No. 1
{
  "formula": "C31H24Br2HgIN3OS3",
  "method": "ωB97M-V/def2-TZVPD",
  "symbols": ["Hg", "S", "C", "N", "C", "C", "C", "C", "C", "C", "S", "H", "H", "H", "H", "C", "C", "C", "N", "H", "H", "H", "H", "H", "Br", "C", "C", "C", "C", "C", "N", "H", "H", "H", "H", "C", "C", "O", "S", "C", "C", "C", "C", "C", "C", "C", "C", "H", "H", "H", "H", "H", "H", "H", "Br", "C", "C", "C", "C", "C", "C", "I", "H", "H", "H", "H"],
  "coordinates": [[-0.039768, -0.397237, 0.666262], [-1.857261, -2.784049, 0.545807], [-0.267507, -3.335927, 0.462131], [0.812761, -2.567932, 0.428079], [1.980697, -3.294732, 0.299916], [3.267244, -2.770014, 0.214229], [4.340378, -3.627440, 0.065666], [4.156276, -5.009233, 0.009353], [2.883583, -5.545894, 0.104398], [1.805307, -4.685282, 0.249136], [0.114363, -5.049023, 0.376469], [3.409386, -1.703214, 0.282860], [5.339635, -3.215714, -0.001995], [5.008252, -5.664876, -0.111628], [2.731021, -6.616651, 0.066318], [2.679744, 5.174410, 0.775082], [1.394781, 4.442757, 0.392441], [1.198815, 3.230731, 1.187359], [1.064430, 2.269261, 1.798637], [2.823381, 6.039280, 0.129075], [3.543272, 4.519091, 0.668023], [2.640031, 5.515556, 1.808320], [1.412727, 4.143107, -0.657764], [0.520136, 5.080759, 0.529839], [2.867796, -0.470825, 2.833057], [1.163179, -0.395593, 3.703915], [1.130206, -0.083089, 5.024774], [-0.116289, -0.063751, 5.696577], [-1.240960, -0.423510, 4.913770], [-1.108882, -0.737755, 3.598120], [0.103963, -0.726699, 2.914394], [2.054128, 0.135319, 5.541028], [-0.194063, 0.201289, 6.739247], [-2.229803, -0.461877, 5.353323], [-1.960591, -1.027173, 2.997546], [-9.578148, 3.793103, -3.292630], [-8.180988, 3.893702, -2.735102], [-7.214778, 4.151360, -3.399133], [-8.121920, 3.598927, -0.954386], [-6.470286, 2.991553, -0.755892], [-5.364020, 3.811749, -0.940697], [-4.091221, 3.298549, -0.771781], [-3.897085, 1.967492, -0.394464], [-5.019122, 1.155974, -0.206584], [-6.292062, 1.661238, -0.390303], [-2.587076, 1.433301, -0.190066], [-1.491711, 0.946945, -0.010261], [-9.597463, 4.188764, -4.304191], [-10.283886, 4.329047, -2.656404], [-9.873922, 2.743151, -3.291312], [-5.504070, 4.845905, -1.222080], [-3.226806, 3.929652, -0.927794], [-4.872644, 0.122170, 0.075781], [-7.155820, 1.024539, -0.249810], [4.422112, -1.305360, -3.453789], [4.867006, -0.395315, -1.865924], [6.145957, -0.579684, -1.356508], [6.514872, 0.028709, -0.167861], [5.604012, 0.811612, 0.525299], [4.329411, 1.001040, 0.017112], [3.954394, 0.401283, -1.183215], [2.037929, 0.774057, -1.870992], [6.837863, -1.216852, -1.889363], [7.511972, -0.124802, 0.222262], [5.869512, 1.258755, 1.473429], [3.599930, 1.569542, 0.577423]],
  "atomic_forces_ev_per_a": [[-0.464, -0.256, 0.570], [0.062, -0.141, 0.006], [-0.130, 0.097, -0.021], [-0.130, 0.071, -0.265], [0.077, 0.089, 0.023], [-0.037, 0.009, -0.035], [0.060, -0.036, -0.013], [0.017, 0.035, -0.016], [-0.017, -0.021, 0.016], [0.050, 0.002, -0.005], [-0.059, -0.034, -0.002], [0.012, 0.049, -0.026], [0.018, 0.005, -0.002], [0.026, -0.016, 0.012], [-0.008, -0.023, -0.007], [0.020, 0.014, -0.006], [-0.075, -0.062, -0.025], [-0.007, 0.067, -0.094], [0.093, 0.029, 0.095], [-0.001, 0.021, -0.003], [0.009, -0.008, -0.014], [0.000, -0.006, 0.014], [0.003, -0.002, 0.014], [0.019, 0.002, -0.007], [0.002, -0.017, -0.003], [0.029, 0.014, -0.064], [0.004, 0.033, 0.073], [0.006, -0.010, -0.072], [-0.032, 0.034, 0.092], [-0.005, 0.010, -0.155], [0.138, 0.034, 0.156], [0.034, -0.002, 0.004], [-0.004, 0.016, 0.034], [-0.033, -0.017, 0.001], [-0.027, -0.030, -0.005], [-0.015, 0.035, 0.123], [0.160, 0.142, -0.016], [-0.133, -0.202, 0.098], [-0.078, -0.124, -0.167], [0.069, 0.094, 0.011], [-0.041, 0.027, 0.010], [0.029, 0.033, -0.008], [0.009, 0.034, 0.012], [0.031, -0.058, 0.008], [-0.052, 0.020, -0.009], [0.088, 0.121, -0.084], [0.260, -0.189, -0.176], [-0.004, 0.017, -0.022], [0.000, 0.007, 0.000], [0.002, 0.012, -0.041], [0.000, 0.010, -0.015], [0.010, 0.009, 0.019], [-0.006, -0.002, 0.022], [-0.008, -0.010, -0.008], [-0.040, -0.012, -0.091], [0.037, 0.009, 0.158], [-0.016, 0.006, 0.042], [0.008, -0.020, -0.016], [-0.046, -0.023, -0.023], [0.018, -0.118, -0.033], [0.230, 0.194, -0.012], [-0.184, -0.022, -0.064], [0.015, 0.014, -0.012], [0.015, -0.018, 0.014], [0.007, 0.016, 0.014], [-0.018, 0.049, 0.000]],
  "multiplicity": 2,
  "total_charge": -1,
  "homo_lumo_gap_ev": [3.61, 6.76],
  "s2": 0.77
}

***

No. 2
{
  "formula": "C31H24I2N7O2PtSb",
  "method": "ωB97M-V/def2-TZVPD",
  "symbols": ["Pt", "C", "C", "C", "C", "C", "C", "N", "Sb", "C", "C", "C", "C", "C", "C", "N", "C", "C", "C", "C", "C", "C", "N", "H", "H", "H", "H", "H", "H", "H", "H", "H", "H", "H", "H", "H", "H", "H", "H", "H", "H", "I", "C", "C", "C", "I", "C", "C", "C", "C", "N", "C", "C", "O", "H", "H", "H", "H", "N", "C", "O", "C", "C", "N", "C", "N", "H", "H"],
  "coordinates": [[-0.073812, -0.369822, 0.059672], [3.112072, -1.964890, -0.051311], [2.880146, -1.109105, 1.155931], [3.987364, -1.039992, 2.010339], [3.976717, -0.275257, 3.144499], [2.822749, 0.439646, 3.421013], [1.740916, 0.357107, 2.573404], [1.738482, -0.418353, 1.457913], [0.184342, 1.653614, 3.242762], [0.177921, 3.057620, 1.654546], [-0.462636, 4.205213, 1.904998], [-0.936078, 5.109426, 0.862101], [-0.993243, 4.705045, -0.405016], [-0.394751, 3.399663, -0.805464], [0.179137, 3.434904, -2.210898], [-0.424367, 1.558200, -0.021850], [-1.456629, 0.329448, 2.622276], [-2.471163, 0.391514, 3.560429], [-3.523285, -0.511650, 3.532720], [-3.493785, -1.503355, 2.578422], [-2.465198, -1.546664, 1.640980], [-2.470135, -2.659734, 0.641234], [-1.488345, -0.614956, 1.647682], [4.186256, -2.013614, -0.230421], [2.768583, -2.973328, 0.141126], [2.630296, -1.592064, -0.936155], [4.867014, -1.604000, 1.735742], [4.840881, -0.216128, 3.791993], [2.773481, 1.077201, 4.293729], [-0.712610, 4.472897, 2.927372], [-1.292714, 6.089173, 1.150263], [-1.383187, 5.343328, -1.187976], [-0.590914, 3.738969, -2.919765], [0.980445, 4.175047, -2.235054], [0.585436, 2.470544, -2.510574], [-2.431106, 1.146628, 4.334942], [-4.324356, -0.455778, 4.257747], [-4.260875, -2.262076, 2.537679], [-3.282898, -3.344822, 0.863626], [-2.624745, -2.283754, -0.370367], [-1.536177, -3.218294, 0.686447], [1.031056, -5.455681, -0.360217], [-0.027595, -4.195168, -1.607341], [-0.596559, -4.703347, -2.784779], [-1.395670, -3.947024, -3.604507], [-2.196183, -4.809003, -5.304689], [-1.679743, -2.602570, -3.244272], [-2.571570, -1.755030, -3.931643], [-2.824215, -0.497158, -3.449911], [-2.173875, -0.049241, -2.298079], [-1.302286, -0.804271, -1.656389], [-1.054614, -2.079496, -2.094093], [-0.219462, -2.862588, -1.263389], [0.280110, -2.322728, -0.164983], [-0.414692, -5.737859, -3.044954], [-3.071424, -2.110961, -4.822705], [-3.520525, 0.163888, -3.944717], [-2.350795, 0.939882, -1.902157], [3.463636, 0.945829, -1.291489], [2.208989, 1.199569, -0.875738], [1.306230, 0.323927, -1.323684], [1.920147, 2.250511, -0.020802], [2.965599, 2.900432, 0.678987], [3.800301, 3.408159, 1.290947], [0.523646, 2.645789, 0.248130], [-1.261091, 2.171836, -0.709254], [3.623391, 0.187092, -1.931139], [4.197962, 1.617659, -1.133867]],
  "atomic_forces_ev_per_a": [[0.971, -1.192, -0.389], [-0.070, 0.063, 0.057], [-0.155, 0.117, -0.020], [-0.143, 0.058, 0.048], [0.058, 0.009, 0.059], [0.029, 0.001, 0.045], [-0.254, -0.032, -0.154], [-0.416, 0.008, -0.376], [-0.092, 0.002, 0.068], [0.098, 0.056, 0.186], [0.020, -0.077, 0.074], [-0.058, 0.065, -0.132], [0.011, 0.045, 0.088], [0.135, -0.035, -0.129], [0.049, 0.080, 0.047], [-0.481, 0.952, -0.273], [0.172, 0.127, 0.039], [0.015, 0.049, 0.037], [-0.003, -0.110, -0.106], [0.069, 0.172, 0.129], [-0.183, -0.306, -0.225], [-0.122, -0.046, 0.131], [0.303, -0.180, -0.629], [-0.096, 0.038, 0.003], [-0.175, -0.226, -0.013], [-0.328, -0.003, -0.262], [-0.016, -0.002, 0.000], [0.009, -0.006, 0.004], [-0.001, -0.005, 0.019], [0.017, -0.023, 0.006], [-0.015, -0.005, -0.012], [0.001, 0.003, 0.001], [-0.011, -0.016, 0.002], [-0.003, -0.006, -0.001], [-0.027, -0.002, -0.034], [0.002, -0.011, 0.004], [-0.003, 0.002, -0.006], [-0.001, -0.017, -0.012], [-0.065, 0.032, 0.030], [-0.039, -0.090, 0.199], [-0.153, 0.067, 0.035], [0.074, -0.026, 0.096], [-0.057, 0.776, 0.207], [-0.204, -0.144, -0.325], [0.133, 0.086, 0.341], [-0.079, -0.074, -0.177], [0.000, -0.039, -0.181], [-0.014, 0.145, 0.103], [0.003, -0.091, -0.096], [0.043, 0.190, 0.095], [0.214, 0.473, 0.912], [0.476, -0.393, 0.271], [-0.025, -0.489, -0.955], [0.631, 0.394, 0.877], [0.045, 0.005, 0.043], [0.021, -0.026, -0.005], [0.003, 0.013, 0.017], [-0.077, -0.139, -0.056], [-0.154, 0.065, 0.104], [0.190, -0.304, -0.054], [-0.227, -0.280, 0.095], [-0.122, 0.051, -0.060], [-0.067, 0.072, -0.014], [0.062, -0.039, 0.003], [0.004, 0.075, 0.030], [0.065, 0.113, 0.268], [0.014, 0.005, -0.001], [-0.005, 0.026, -0.074]],
  "multiplicity": 1,
  "total_charge": 2,
  "homo_lumo_gap_ev": 5.37
}

***

No. 3
{
  "formula": "C31H24N2OPtS2",
  "method": "ωB97M-V/def2-TZVPD",
  "symbols": ["Pt", "C", "C", "N", "N", "C", "S", "S", "C", "C", "C", "C", "C", "C", "C", "C", "C", "C", "C", "C", "C", "O", "H", "H", "H", "H", "H", "H", "H", "H", "H", "H", "H", "H", "H", "H", "C", "C", "C", "C", "C", "C", "C", "C", "C", "C", "C", "C", "C", "C", "C", "H", "H", "H", "H", "H", "H", "H", "H", "H", "H"],
  "coordinates": [[-0.698463, -1.537846, -0.253690], [-3.061057, -4.217841, 2.317547], [-1.891429, -3.652568, 1.565300], [-2.128150, -2.684795, 0.623458], [-3.418080, -2.389010, 0.394522], [-3.656008, -1.471086, -0.498231], [-2.411898, -0.646375, -1.405402], [-5.353751, -1.078361, -0.776206], [-5.640856, 0.311414, 0.407641], [-4.432342, 1.161846, 0.651960], [-4.134716, 2.228007, -0.190875], [-2.975717, 2.965498, -0.018373], [-2.086827, 2.635524, 0.995433], [-2.375717, 1.575313, 1.841653], [-3.545786, 0.848473, 1.675286], [-0.594105, -4.206909, 1.798163], [-0.504359, -5.438728, 2.499650], [0.692558, -6.074138, 2.794644], [1.887069, -5.489462, 2.394984], [1.851866, -4.277531, 1.716426], [0.659618, -3.599368, 1.410069], [0.780358, -2.427598, 0.845401], [-3.921252, -3.562627, 2.222693], [-2.807451, -4.343231, 3.374791], [-3.369851, -5.206391, 1.946249], [-5.988681, -0.125971, 1.344811], [-6.445655, 0.915171, -0.016459], [-4.801448, 2.448863, -1.017388], [-2.737408, 3.767376, -0.706681], [-1.155479, 3.178379, 1.102135], [-1.674030, 1.294497, 2.617360], [-3.747943, -0.007895, 2.308185], [-1.422648, -5.922570, 2.805508], [0.683662, -7.019369, 3.327791], [2.838514, -5.969680, 2.601497], [2.767341, -3.783726, 1.410129], [0.607613, -0.262937, -1.003583], [1.409030, 0.639191, -1.271868], [2.306860, 1.652482, -1.558267], [2.617762, 1.962707, -2.952010], [2.359473, 1.002548, -3.948050], [2.620996, 1.258762, -5.280382], [3.137961, 2.487129, -5.682394], [3.366888, 3.460757, -4.718915], [3.109792, 3.207640, -3.380885], [2.884997, 2.391939, -0.431454], [4.136096, 3.025898, -0.478555], [4.645814, 3.695440, 0.623543], [3.932339, 3.743559, 1.813400], [2.708963, 3.085971, 1.890396], [2.194675, 2.418818, 0.793688], [1.942218, 0.052109, -3.640011], [2.417662, 0.489515, -6.016668], [3.342121, 2.685446, -6.727837], [3.740187, 4.436252, -5.011560], [3.252475, 4.001064, -2.659980], [4.735101, 2.956146, -1.376818], [5.617765, 4.171695, 0.553533], [4.330981, 4.267941, 2.673792], [2.150636, 3.082489, 2.819404], [1.251701, 1.890133, 0.861485]],
  "atomic_forces_ev_per_a": [[0.209, 0.134, -0.223], [-0.034, -0.070, 0.001], [-0.007, 0.049, -0.055], [0.029, 0.096, 0.172], [0.032, -0.011, 0.000], [-0.112, -0.210, 0.123], [-0.122, 0.122, -0.125], [0.140, 0.213, -0.211], [0.029, -0.067, 0.174], [-0.047, 0.014, -0.066], [-0.029, 0.018, 0.020], [0.044, -0.007, -0.019], [0.004, -0.020, 0.008], [0.001, 0.022, 0.026], [0.033, -0.020, -0.009], [0.022, -0.017, 0.048], [-0.005, 0.003, 0.008], [-0.035, 0.019, 0.022], [0.027, -0.005, -0.012], [0.028, 0.009, 0.014], [-0.038, 0.018, 0.007], [0.019, -0.063, -0.021], [0.008, 0.023, 0.020], [0.004, -0.010, -0.014], [-0.002, 0.015, -0.035], [0.006, 0.043, 0.017], [-0.047, -0.083, -0.040], [-0.005, 0.000, -0.003], [-0.011, 0.017, 0.009], [-0.008, 0.012, 0.001], [0.007, -0.035, -0.031], [0.012, -0.007, -0.010], [0.016, -0.017, -0.006], [0.003, -0.005, -0.012], [-0.003, 0.012, 0.019], [-0.004, -0.005, -0.012], [-0.167, -0.133, 0.420], [-0.014, -0.114, -0.231], [0.012, 0.066, -0.001], [-0.017, -0.022, 0.015], [0.030, -0.008, 0.008], [0.005, -0.009, -0.013], [-0.003, -0.001, 0.002], [0.010, 0.003, -0.007], [-0.030, 0.018, 0.008], [-0.049, -0.059, 0.003], [0.008, -0.009, 0.013], [-0.002, 0.002, -0.011], [0.024, 0.014, 0.024], [-0.039, -0.033, -0.012], [0.056, 0.060, 0.013], [0.004, -0.001, 0.004], [-0.006, 0.007, -0.002], [0.000, 0.002, 0.001], [-0.009, 0.001, -0.004], [0.021, -0.006, 0.008], [-0.017, 0.028, -0.016], [0.004, -0.008, 0.008], [0.005, -0.006, -0.001], [0.003, 0.023, 0.001], [0.004, -0.009, -0.016]],
  "multiplicity": 3,
  "total_charge": -2,
  "homo_lumo_gap_ev": [3.44, 5.49],
  "s2": 2.07
}